{
  "formula": "C36H30NO2P2Re",
  "method": "ωB97M-V/def2-TZVPD",
  "symbols": ["Re", "O", "P", "C", "P", "O", "C", "C", "C", "C", "C", "C", "C", "C", "C", "C", "C", "C", "C", "C", "C", "C", "C", "C", "C", "C", "C", "C", "C", "C", "H", "H", "H", "H", "H", "H", "H", "H", "H", "H", "H", "H", "H", "H", "H", "H", "H", "H", "H", "H", "H", "H", "C", "C", "C", "C", "N", "C", "C", "C", "C", "C", "C", "C", "H", "H", "H", "H", "H", "H", "H", "H"],
  "xyz": [[-0.03810, 0.34686, 1.90915], [-1.31033, 0.48899, 0.32867], [-1.52672, 0.12827, -1.13518], [-0.24781, -1.06987, -1.72518], [1.40610, -1.02032, -0.88501], [1.28297, -0.52077, 0.54452], [2.01802, -2.73434, -0.86507], [3.38008, -2.96465, -1.04731], [3.85891, -4.26576, -1.04563], [2.99064, -5.32691, -0.84728], [1.63625, -5.09774, -0.65628], [1.14925, -3.80070, -0.64548], [2.49143, 0.04769, -1.84774], [2.96810, 1.22474, -1.28244], [3.81310, 2.03996, -2.01673], [4.18038, 1.67408, -3.30461], [3.70626, 0.49581, -3.86841], [2.86173, -0.32539, -3.14050], [-1.58765, 1.61973, -2.15553], [-0.67598, 1.93366, -3.15490], [-0.87865, 3.07646, -3.91533], [-1.98266, 3.88724, -3.68547], [-2.88791, 3.57453, -2.68159], [-2.69419, 2.43833, -1.91663], [-3.07904, -0.78108, -1.26241], [-3.65180, -1.02862, -2.50831], [-4.78526, -1.82267, -2.58396], [-5.33825, -2.35063, -1.42467], [-4.76770, -2.09113, -0.18413], [-3.63782, -1.29608, -0.09922], [-0.10479, -0.93193, -2.79681], [-0.67877, -2.06580, -1.58152], [4.05423, -2.13549, -1.20248], [4.91241, -4.44604, -1.20670], [3.36805, -6.33801, -0.83602], [0.95727, -5.92580, -0.51436], [0.09649, -3.63715, -0.46333], [2.67452, 1.49194, -0.27460], [4.18893, 2.95499, -1.58635], [4.84512, 2.30790, -3.87036], [3.99692, 0.22198, -4.87065], [2.49752, -1.24980, -3.56817], [0.18252, 1.30728, -3.35028], [-0.17789, 3.33228, -4.69654], [-2.14450, 4.75885, -4.30043], [-3.74879, 4.20105, -2.50959], [-3.40256, 2.16226, -1.14874], [-3.21624, -0.59742, -3.39802], [-5.23958, -2.02444, -3.54201], [-6.22669, -2.95963, -1.48351], [-5.20083, -2.50800, 0.71176], [-3.18325, -1.07280, 0.85846], [3.27686, -0.22135, 4.62115], [2.85174, 0.39550, 5.79345], [1.61244, 1.01754, 5.80483], [0.81724, 0.99533, 4.66364], [1.22228, 0.35068, 3.52181], [2.43778, -0.22679, 3.52221], [-0.49435, 1.62605, 4.53333], [-1.19785, 2.22674, 5.56705], [-2.45566, 2.77718, 5.32501], [-3.03626, 2.68156, 4.06063], [-2.31790, 2.14317, 3.00810], [-1.05347, 1.54776, 3.20468], [4.24784, -0.68712, 4.56137], [3.47570, 0.40032, 6.67646], [1.27578, 1.52676, 6.69507], [2.74515, -0.71068, 2.60066], [-0.77417, 2.28875, 6.55981], [-2.96741, 3.31565, 6.11184], [-4.03039, 3.06742, 3.89246], [-2.73878, 2.15965, 2.00935]],
  "forces_ev_per_angstrom": [[-1.311, 0.430, -1.162], [1.771, 0.324, 4.017], [-0.845, -0.616, -3.445], [0.203, 0.454, 0.892], [0.615, -1.497, -2.496], [-1.026, 1.309, 2.538], [-0.268, 0.972, -0.066], [0.028, -0.012, -0.092], [0.143, 0.156, 0.044], [-0.005, -0.014, -0.026], [-0.158, 0.123, 0.127], [-0.076, -0.151, -0.054], [-0.351, -0.395, 0.491], [-0.089, 0.037, 0.121], [0.014, 0.001, -0.038], [-0.041, 0.005, 0.106], [-0.097, -0.026, 0.054], [-0.091, 0.013, -0.032], [-0.079, -0.761, 0.626], [0.135, 0.071, -0.073], [0.036, -0.019, -0.012], [0.121, -0.111, -0.011], [-0.023, -0.133, 0.122], [0.008, 0.032, -0.016], [0.544, 0.516, 0.275], [0.087, 0.007, 0.026], [0.098, 0.098, 0.012], [0.057, 0.042, 0.121], [-0.037, 0.009, -0.052], [0.055, -0.104, 0.119], [0.084, 0.035, -0.068], [0.005, 0.157, 0.020], [0.116, 0.036, -0.075], [0.023, -0.014, 0.029], [0.036, -0.081, -0.064], [-0.010, -0.036, 0.047], [-0.119, -0.039, -0.030], [0.077, 0.087, -0.010], [0.038, 0.079, 0.033], [0.063, 0.064, -0.065], [0.031, -0.059, -0.072], [0.024, -0.094, -0.086], [0.116, -0.055, -0.027], [0.025, -0.016, -0.042], [0.010, 0.096, -0.042], [-0.077, 0.058, 0.018], [-0.185, 0.054, 0.045], [-0.022, 0.013, -0.171], [-0.028, 0.007, -0.064], [-0.071, -0.083, -0.027], [-0.081, -0.013, 0.062], [-0.109, -0.101, 0.052], [-0.253, 0.041, -0.164], [-0.015, -0.078, -0.306], [-0.451, 0.051, -0.470], [0.019, 0.198, 0.753], [-0.036, 0.201, -0.012], [1.006, -0.548, -0.145], [-0.298, 0.207, 0.298], [0.780, -0.387, -0.260], [0.048, 0.018, -0.093], [0.104, -0.108, -0.610], [-0.659, 0.212, -0.226], [0.670, -0.634, -0.462], [0.024, -0.091, -0.076], [0.040, 0.016, 0.021], [-0.083, 0.027, -0.016], [-0.087, 0.054, 0.059], [-0.029, -0.010, 0.029], [-0.057, -0.108, 0.072], [-0.033, 0.095, -0.027], [-0.053, -0.010, 0.058]],
  "mulliken_spin": [1.411, 0.083, -0.020, 0.008, 0.024, 0.045, 0.004, -0.001, 0.000, 0.000, 0.000, 0.001, 0.000, -0.006, -0.001, 0.000, 0.000, 0.000, 0.001, 0.001, 0.000, 0.000, 0.000, 0.000, 0.005, 0.000, 0.000, 0.000, -0.001, -0.009, 0.001, -0.001, 0.000, 0.000, 0.000, 0.000, 0.000, 0.004, 0.000, 0.000, 0.000, 0.000, 0.000, 0.000, 0.000, 0.000, 0.001, 0.000, 0.000, 0.000, 0.000, 0.004, -0.021, 0.000, -0.019, -0.034, 0.007, -0.035, -0.022, -0.002, -0.132, -0.010, 0.012, -0.294, 0.000, 0.000, -0.001, -0.003, -0.004, 0.001, -0.003, 0.008],
  "homo_lumo_gap_ev": [4.78, 5.69],
  "s_squared": 1.082,
  "largest_force_ev_per_a": 4.40,
  "e_tot_ha": -2355.1450,
  "multiplicity": 2,
  "total_charge": 3
}